{
  "formula": "C15H26N2O2",
  "method": "the ωB97M-V functional and the def2-TZVPD basis",
  "total_charge": 0,
  "spin_multiplicity": 1,
  "orbital_gap_ev": 10.216,
  "max_force_ha_per_bohr": 0.0542,
  "symbols": ["C", "C", "C", "N", "C", "O", "C", "C", "C", "C", "C", "C", "C", "C", "O", "N", "C", "C", "C", "H", "H", "H", "H", "H", "H", "H", "H", "H", "H", "H", "H", "H", "H", "H", "H", "H", "H", "H", "H", "H", "H", "H", "H", "H", "H"],
  "coordinates": [[-2.601025, -3.787297, -1.333250], [-3.612757, -3.310185, -2.376243], [-5.141046, -3.581516, -2.162500], [-4.595074, -2.241095, -2.296409], [-4.814734, -1.367419, -1.220238], [-5.116581, -1.814573, -0.123236], [-4.560366, 0.163844, -1.320287], [-3.065603, 0.600125, -1.604281], [-2.020436, 0.087046, -0.608158], [-0.605590, 0.618687, -0.944717], [0.249026, 0.552441, 0.299982], [1.681955, 0.974887, 0.095161], [2.394157, 1.074310, 1.454192], [3.705734, 1.837041, 1.351466], [4.297505, 2.042864, 0.313777], [4.162148, 2.395911, 2.535106], [5.177495, 3.428573, 2.512630], [5.434435, 2.010796, 3.108033], [6.549287, 1.266216, 2.419951], [-2.590626, -4.857029, -1.297023], [-2.901812, -3.459769, -0.327449], [-1.581687, -3.441844, -1.621472], [-3.139121, -3.353807, -3.368495], [-5.705237, -3.933127, -2.985576], [-5.516110, -3.993116, -1.207574], [-4.944812, 0.613960, -0.403014], [-5.152593, 0.579480, -2.126814], [-2.821896, 0.213740, -2.629344], [-3.063194, 1.727786, -1.634773], [-2.025083, -1.022611, -0.680646], [-2.296148, 0.399767, 0.377154], [-0.125849, 0.002926, -1.716222], [-0.681959, 1.669529, -1.205705], [0.204000, -0.463576, 0.735944], [-0.150549, 1.230767, 1.081209], [2.185450, 0.310881, -0.614903], [1.657288, 2.009572, -0.352468], [1.771952, 1.597140, 2.196115], [2.539354, 0.108956, 1.896252], [5.653328, 3.734817, 1.598658], [5.045161, 4.245696, 3.183454], [5.497874, 1.868413, 4.204744], [7.511124, 1.816427, 2.622735], [6.664565, 0.281684, 2.837094], [6.448053, 1.162683, 1.337143]],
  "atomic_forces_ev_per_a": [[-0.2724, 1.5208, 0.1863], [-0.6364, -1.1930, 0.0833], [2.1584, -0.3363, 0.0289], [-0.9304, 0.8383, -0.3610], [1.2448, 0.3725, 2.4649], [-0.3619, 0.4054, -0.7055], [0.7243, -0.4656, -0.5312], [-0.8617, -0.1023, -0.5794], [0.0635, -0.3697, -1.7234], [-0.5898, -0.6143, 0.9611], [-0.0016, -0.2063, 0.9080], [0.0370, 1.0741, 0.0197], [0.0923, 0.8260, -0.5958], [0.2530, -0.1994, -1.1631], [-0.6004, -0.2505, -0.1863], [-0.5323, 0.3607, 1.3349], [0.4062, -1.5870, 1.0733], [1.2903, 1.9871, -0.1205], [0.7614, 0.2469, -0.2679], [-0.0181, -0.6992, -0.2269], [0.3657, 0.1032, -0.2126], [-0.6814, -0.0955, 0.5042], [-0.7590, -0.1629, 0.1763], [-0.4718, -0.0217, -0.9061], [0.7582, 0.6805, -0.3017], [0.2100, -0.2706, 0.0716], [-0.1928, -0.0492, -0.3299], [-0.0494, 0.5102, 0.7343], [0.0604, -1.0860, -0.0668], [0.0618, 0.5609, 0.4305], [-0.1614, 0.0262, 0.7826], [-0.2389, 0.4319, -0.1972], [0.0815, 0.1077, -0.5973], [0.0388, 0.2528, -0.1407], [-0.1787, -0.3393, -0.3557], [0.1536, 0.1723, 0.1919], [0.2349, -0.9762, 0.2359], [0.1170, 0.0513, -0.3331], [0.3730, -0.7625, 0.2078], [0.1670, -0.5554, -0.4230], [-0.5247, 0.3547, 0.5240], [-0.5750, 0.3408, -0.6705], [-0.9120, -0.5162, -0.1938], [0.0339, -0.5604, 0.1489], [-0.1370, 0.1953, 0.1211]]
}



{
  "formula": "C7H22O7",
  "method": "the ωB97M-V functional and the def2-TZVPD basis",
  "total_charge": 0,
  "spin_multiplicity": 1,
  "orbital_gap_ev": 9.338,
  "max_force_ha_per_bohr": 0.0324,
  "symbols": ["C", "C", "C", "C", "C", "C", "C", "O", "H", "H", "H", "H", "H", "H", "H", "H", "H", "H", "O", "H", "H", "O", "H", "H", "O", "H", "H", "O", "H", "H", "O", "H", "H", "O", "H", "H"],
  "coordinates": [[-0.703982, -0.375595, 2.393984], [-1.329741, -0.740151, 1.277906], [-0.702670, -0.779409, -0.039921], [-1.328299, -0.350732, -1.135033], [-0.762874, -0.179228, -2.528488], [0.251402, 0.951586, -2.714474], [0.015194, 2.129232, -1.792921], [0.817327, 3.011698, -1.658033], [-1.228312, -0.490336, 3.344213], [0.347696, -0.219712, 2.534172], [-2.409547, -0.888675, 1.319456], [0.371787, -0.946018, -0.029023], [-2.416941, -0.391151, -1.074299], [-1.646092, 0.031787, -3.119936], [-0.322704, -1.130707, -2.822003], [0.113772, 1.400268, -3.706849], [1.302471, 0.670401, -2.690755], [-0.981105, 2.204118, -1.327199], [1.474551, -3.616614, -1.605211], [0.644781, -3.335579, -1.201069], [2.194507, -3.346342, -1.010854], [-0.772235, 3.338105, 0.708831], [-0.079653, 2.699404, 0.904816], [-0.253685, 4.142545, 0.670348], [1.859413, 1.942784, 2.206763], [1.090376, 2.169322, 2.771591], [2.590070, 1.832116, 2.823705], [3.197151, -2.517653, 0.366311], [2.734066, -2.236391, 1.164068], [3.402495, -1.656041, -0.011665], [-1.372233, -3.390015, -0.882156], [-1.293122, -4.055601, -1.574815], [-2.297333, -3.154940, -0.961202], [-0.513006, 2.523174, 3.410218], [-0.870036, 1.682370, 3.092180], [-1.123492, 3.071984, 2.897337]],
  "atomic_forces_ev_per_a": [[-0.4751, -1.2393, 1.0101], [-0.2144, 0.2608, -0.1738], [0.5872, 1.2031, 0.0591], [-0.1521, -1.2308, 0.1290], [-0.1942, -0.0221, 0.6650], [-0.2307, 0.4923, -0.0361], [-0.0445, -0.0925, -0.6885], [0.3289, 0.1551, 0.1984], [-0.1699, 0.3715, -0.1859], [0.4800, 0.1816, -0.5542], [0.1252, -0.0923, -0.0128], [0.0722, 0.0960, -0.1502], [0.0109, 0.6675, 0.0575], [0.0969, -0.1293, -0.5693], [-0.0626, -0.0637, -0.2758], [0.0382, -0.1493, -0.0337], [-0.0163, -0.2098, 0.2546], [-0.0028, -0.0489, 0.0937], [0.0365, -0.0366, -0.2898], [0.2572, 0.1181, 0.1939], [-0.4493, -0.0583, 0.0615], [-0.2100, 0.0115, 0.4384], [0.1025, -0.3132, -0.0518], [0.0064, 0.4237, -0.2525], [-0.0701, -0.1295, 0.2036], [0.2234, 0.1415, -0.1581], [0.0192, 0.0692, -0.1264], [-0.0333, 0.5799, 0.2680], [-0.1114, -0.4310, 0.1791], [0.2826, -0.0181, -0.3653], [-0.0655, -0.5921, -0.3904], [0.2646, -0.2521, 0.0306], [-0.2439, 0.3789, 0.2339], [-0.8303, -0.2196, -0.1075], [0.2482, -0.5635, 0.3603], [0.3963, 0.7415, -0.0144]]
}



{
  "formula": "C36H55InN8O3S2",
  "method": "the ωB97M-V functional and the def2-TZVPD basis",
  "total_charge": 2,
  "spin_multiplicity": 1,
  "orbital_gap_ev": 7.387,
  "max_force_ha_per_bohr": 0.0024,
  "symbols": ["In", "C", "C", "N", "C", "C", "N", "C", "C", "N", "C", "C", "N", "C", "C", "C", "C", "C", "C", "C", "N", "H", "H", "H", "H", "H", "H", "H", "H", "H", "H", "H", "H", "H", "H", "H", "H", "H", "H", "H", "H", "H", "H", "H", "C", "C", "C", "C", "N", "C", "S", "N", "C", "C", "C", "C", "H", "H", "H", "H", "H", "H", "H", "H", "H", "H", "H", "H", "H", "H", "H", "H", "H", "H", "H", "H", "O", "C", "N", "C", "O", "C", "C", "C", "C", "C", "C", "H", "H", "H", "H", "O", "S", "C", "C", "C", "C", "H", "H", "H", "H", "H", "H", "H", "H"],
  "coordinates": [[1.354623, -0.314635, 1.255319], [4.287956, 0.290511, -2.239670], [3.483934, 0.253643, -0.982098], [2.483991, -0.495756, -0.756209], [1.877884, -1.388128, -1.736779], [0.824777, -2.262629, -1.057450], [-0.015336, -1.448260, -0.160112], [-1.044544, -2.215117, 0.572917], [-1.471503, -1.442872, 1.816892], [-0.270101, -1.230569, 2.639839], [-0.404639, -0.469817, 3.890443], [-0.150330, 1.025786, 3.687749], [1.068995, 1.217879, 2.925688], [1.992050, 2.058953, 3.157075], [2.080872, 3.002687, 4.309254], [3.088459, 2.123607, 2.122673], [4.143505, 3.023761, 2.158481], [5.070645, 2.989752, 1.126939], [4.920474, 2.086642, 0.082608], [3.829157, 1.230994, 0.111218], [2.963257, 1.276637, 1.113566], [3.952433, -0.444632, -2.964112], [5.339129, 0.100428, -2.015612], [4.227657, 1.281816, -2.693570], [2.617516, -2.029549, -2.218871], [1.411589, -0.772499, -2.513345], [1.302649, -3.028567, -0.447122], [0.223181, -2.756454, -1.823313], [-0.507890, -0.723668, -0.693481], [-0.608223, -3.170560, 0.865403], [-1.908967, -2.397313, -0.066828], [-2.236696, -2.004894, 2.357625], [-1.893247, -0.472610, 1.542556], [0.135063, -2.142726, 2.837250], [0.336311, -0.858506, 4.589762], [-1.390297, -0.610365, 4.339915], [-0.148154, 1.520662, 4.658140], [-0.958703, 1.462461, 3.091990], [1.310458, 2.834443, 5.053864], [2.002220, 4.034329, 3.957744], [3.053547, 2.889570, 4.789841], [4.255164, 3.726077, 2.971150], [5.912145, 3.669271, 1.135151], [5.636423, 2.057564, -0.725699], [-2.049457, -1.619701, -6.365950], [-2.392537, -2.069514, -4.950239], [-1.475134, -1.485391, -3.877643], [-1.469830, 0.040773, -3.821487], [-2.796482, 0.616983, -3.666717], [-3.495687, 0.667553, -2.515202], [-2.814636, 0.240848, -1.019928], [-4.757578, 1.094235, -2.619330], [-5.740665, 1.097280, -1.536043], [-6.370766, -0.266348, -1.267439], [-7.403931, -0.731749, -2.291978], [-6.864628, -0.988174, -3.697765], [-2.673828, -2.128902, -7.098607], [-1.007948, -1.841816, -6.608272], [-2.197951, -0.546810, -6.509426], [-2.338905, -3.158273, -4.893291], [-3.429913, -1.812447, -4.716548], [-0.446029, -1.815772, -4.063920], [-1.773532, -1.867697, -2.897399], [-1.055908, 0.455199, -4.741047], [-0.851195, 0.395538, -2.996032], [-3.297731, 0.811893, -4.520089], [-5.109630, 1.279258, -3.545350], [-6.504963, 1.826205, -1.810469], [-5.238755, 1.462855, -0.642255], [-6.851977, -0.209675, -0.287854], [-5.569496, -1.005272, -1.175280], [-8.219850, -0.004830, -2.339972], [-7.849058, -1.655495, -1.917252], [-6.645059, -0.062846, -4.235414], [-7.597135, -1.525161, -4.299380], [-5.952954, -1.590908, -3.668040], [4.130203, -0.038473, 3.511624], [3.798546, -1.174282, 3.242113], [2.744466, -1.520472, 2.399284], [2.590750, -2.888902, 2.390597], [1.686592, -3.451480, 1.788175], [3.663580, -3.493696, 3.225295], [3.960484, -4.808431, 3.514837], [5.044033, -5.040217, 4.359816], [5.784624, -3.986918, 4.888311], [5.470899, -2.661504, 4.592207], [4.401680, -2.443951, 3.750719], [3.377985, -5.622369, 3.104830], [5.315984, -6.056015, 4.612975], [6.618350, -4.204678, 5.542177], [6.040731, -1.839145, 5.003211], [0.181598, 1.399541, 0.142551], [-0.373697, 2.525470, -0.712494], [0.818998, 3.895779, -0.479181], [0.180254, 4.949235, 0.430159], [-0.844605, 4.217113, 1.291958], [-1.613958, 3.338962, 0.316655], [1.116174, 4.277601, -1.454472], [1.675618, 3.406289, -0.013795], [-0.325536, 5.704010, -0.173792], [0.938219, 5.464733, 1.019828], [-1.508891, 4.902661, 1.816761], [-0.345042, 3.593424, 2.038864], [-2.234823, 3.930254, -0.361285], [-2.227509, 2.546280, 0.740872]],
  "atomic_forces_ev_per_a": [[-0.0082, 0.0043, -0.0139], [-0.0068, -0.0038, -0.0048], [0.0054, 0.0150, -0.0024], [0.0197, -0.0135, 0.0148], [-0.0012, -0.0014, 0.0028], [-0.0066, 0.0051, -0.0040], [0.0260, -0.0101, 0.0209], [0.0052, 0.0091, 0.0069], [0.0139, -0.0052, 0.0029], [-0.0094, 0.0174, -0.0104], [-0.0015, 0.0074, 0.0012], [-0.0061, 0.0061, 0.0072], [0.0298, -0.0272, 0.0256], [0.0036, 0.0285, -0.0230], [-0.0120, 0.0208, 0.0022], [0.0017, 0.0037, -0.0107], [0.0030, -0.0133, 0.0073], [-0.0016, -0.0012, 0.0048], [0.0007, -0.0075, 0.0069], [0.0052, 0.0007, 0.0007], [-0.0024, 0.0144, -0.0123], [-0.0022, 0.0026, 0.0005], [0.0007, -0.0058, -0.0018], [0.0042, -0.0004, 0.0012], [0.0007, 0.0018, 0.0002], [-0.0030, -0.0009, -0.0038], [0.0005, -0.0025, 0.0010], [-0.0038, -0.0015, 0.0024], [-0.0057, 0.0005, -0.0201], [-0.0002, -0.0022, -0.0018], [0.0022, -0.0057, -0.0031], [-0.0024, 0.0035, 0.0017], [-0.0027, 0.0003, -0.0052], [-0.0094, -0.0026, 0.0071], [0.0005, -0.0025, -0.0023], [0.0001, -0.0021, 0.0018], [0.0048, -0.0014, 0.0015], [-0.0029, -0.0047, -0.0023], [-0.0136, 0.0003, -0.0110], [0.0112, -0.0066, 0.0098], [0.0039, -0.0086, 0.0038], [0.0024, -0.0003, -0.0004], [-0.0004, 0.0001, 0.0012], [0.0005, 0.0017, -0.0008], [-0.0020, -0.0047, 0.0019], [0.0059, 0.0047, -0.0071], [0.0061, -0.0090, 0.0041], [0.0066, -0.0045, -0.0169], [-0.0144, 0.0153, 0.0352], [-0.0071, -0.0621, -0.0406], [0.0025, 0.0115, -0.0413], [-0.0140, 0.0200, 0.0109], [-0.0029, 0.0057, -0.0069], [0.0000, -0.0031, -0.0078], [0.0024, 0.0024, -0.0015], [-0.0024, 0.0002, 0.0060], [-0.0003, 0.0002, -0.0018], [-0.0020, 0.0014, 0.0006], [0.0004, 0.0030, -0.0026], [-0.0005, 0.0032, 0.0028], [-0.0041, -0.0023, -0.0016], [-0.0058, -0.0001, 0.0042], [0.0055, -0.0017, -0.0010], [0.0017, 0.0056, 0.0030], [0.0018, 0.0070, 0.0153], [-0.0036, 0.0035, 0.0034], [-0.0019, -0.0027, 0.0003], [-0.0018, 0.0010, 0.0009], [-0.0034, 0.0028, 0.0042], [-0.0001, 0.0002, 0.0018], [-0.0023, 0.0000, 0.0009], [-0.0028, -0.0021, 0.0008], [0.0007, 0.0000, 0.0005], [0.0010, 0.0019, -0.0008], [0.0001, 0.0005, -0.0005], [-0.0009, 0.0000, -0.0012], [0.0008, -0.0012, 0.0086], [0.0080, -0.0043, -0.0229], [-0.0106, -0.0019, 0.0130], [0.0608, -0.0086, -0.1042], [-0.0249, 0.0066, 0.0420], [-0.0221, 0.0030, 0.0316], [-0.0022, -0.0006, 0.0076], [0.0013, 0.0012, -0.0041], [0.0010, -0.0005, -0.0013], [0.0023, 0.0050, 0.0025], [-0.0031, -0.0017, 0.0074], [0.0002, 0.0000, 0.0005], [0.0001, 0.0002, -0.0001], [-0.0006, 0.0003, 0.0012], [0.0000, -0.0011, 0.0007], [-0.0436, -0.0213, 0.0874], [0.0376, 0.0081, -0.0354], [-0.0234, -0.0061, 0.0055], [0.0057, -0.0021, 0.0202], [-0.0025, 0.0215, -0.0131], [0.0067, -0.0266, 0.0125], [-0.0131, -0.0050, -0.0038], [0.0139, 0.0081, -0.0118], [0.0036, 0.0044, 0.0002], [-0.0007, -0.0023, 0.0050], [-0.0007, -0.0009, 0.0034], [0.0003, 0.0014, -0.0054], [0.0021, 0.0052, -0.0033], [-0.0029, 0.0093, -0.0110]]
}



For the records above, the corresponding relative energy (zero: lowest compared OMol25 entry of this formula, charge and spin) values read 467.89, 188.96, 23.10 kJ/mol.
For the records above, the corresponding lowest unoccupied orbital energy values read 0.90, 0.39, -5.54 eV.